The following is a DFT calculation (wB97M-V/def2-TZVPD) of 2 unconnected molecules or ions with the total composition C5H14NO2 at a distorted geometry.

## Properties
- calculated total energy (eV) = -10989.7238
- Kohn-Sham gap (eV) = 10.93
- spin multiplicity = 1
- charge = +1
- lowest unoccupied orbital energy (eV) = -3.506
- energy above the lowest of the compared OMol25 structures with the same formula, charge and spin (eV) = 2.080
- HOMO energy (hartree) = -0.53035

```
22
Properties=species:S:1:pos:R:3:nbo_charge:R:1
O 0.397 -3.058 -0.146 -0.47
C 0.835 -1.943 -0.187 0.41
C 0.232 -0.745 -0.865 -0.13
C 0.053 0.411 0.160 -0.43
C 1.373 1.235 0.234 -0.43
C 1.937 1.126 1.701 -0.62
N -1.232 -1.073 -1.303 -0.69
H 1.894 -1.782 0.157 0.15
H 0.738 -0.474 -1.779 0.25
H -0.230 0.008 1.134 0.23
H -0.662 1.145 -0.198 0.25
H 2.260 0.871 -0.293 0.22
H 1.268 2.272 0.003 0.23
H 2.063 2.071 2.250 0.23
H 2.950 0.712 1.717 0.22
H 1.306 0.592 2.405 0.20
H -1.329 -2.010 -1.722 0.44
H -1.917 -1.021 -0.544 0.48
H -1.550 -0.541 -2.112 0.43
H -3.620 0.873 -0.983 0.49
H -3.604 0.828 0.587 0.51
O -3.161 0.504 -0.215 -0.99
```